Here is 12 unconnected molecules or ions with the total composition C28H87N7O12 in a non-equilibrium geometry from the Open Molecules 2025 dataset. Energies are from the ωB97M-V functional and the def2-TZVPD basis.

Last column: Mulliken charge in e.
Positions of all 134 atoms, in Å:
O -0.968 -1.425 -1.462  -1.08
H -0.419 -1.164 -0.722  0.37
H -1.357 -0.607 -1.771  0.25
O -0.967 -3.046 0.656  -0.80
H -1.076 -2.615 -0.191  0.45
H -0.675 -2.349 1.244  0.35
O 0.643 -5.273 0.463  -0.68
H 0.167 -4.473 0.239  0.46
H 0.814 -5.196 1.401  0.25
O 5.284 2.700 1.789  -0.70
H 5.070 1.825 2.113  0.36
H 5.588 2.556 0.893  0.29
O 0.510 -0.367 0.515  1.58
H 0.322 -0.479 1.447  -0.15
H 0.819 0.536 0.440  -0.47
C 1.834 0.164 -3.611  -0.79
C 2.187 -1.354 -3.387  -0.08
C 2.813 -1.842 -2.044  0.77
O 2.872 -3.238 -2.089  -0.43
C 3.473 -3.823 -0.943  -0.55
N 0.852 -2.053 -3.668  -0.80
H 1.145 0.462 -2.821  -0.48
H 1.374 0.457 -4.555  0.48
H 2.681 0.850 -3.613  0.45
H 2.823 -1.563 -4.247  0.47
H 2.114 -1.608 -1.241  -0.59
H 3.739 -1.276 -1.943  0.27
H 2.917 -3.538 -0.049  0.15
H 4.544 -3.659 -0.822  0.31
H 3.371 -4.901 -1.067  0.25
H 0.984 -3.054 -3.654  0.39
H 0.215 -1.875 -2.905  0.33
C 5.736 -1.031 0.602  -1.74
C 4.702 -1.072 1.665  1.59
C 4.666 -2.337 2.529  -0.89
O 4.741 -3.540 1.759  -0.22
C 4.335 -4.795 2.290  -0.84
N 5.026 0.075 2.518  -0.48
H 5.621 -0.145 -0.022  0.32
H 5.557 -1.914 -0.011  0.23
H 6.742 -1.037 1.022  0.48
H 3.740 -0.963 1.165  -0.62
H 3.809 -2.128 3.169  0.32
H 5.496 -2.451 3.226  0.40
H 4.328 -5.432 1.406  0.29
H 3.306 -4.887 2.640  0.30
H 5.057 -5.182 3.009  0.31
H 4.478 0.017 3.364  0.25
H 5.955 -0.120 2.862  0.34
C -4.133 1.441 -2.631  -1.97
C -2.631 1.839 -2.416  0.61
C -2.262 1.986 -0.938  0.91
O -3.082 2.840 -0.154  -0.51
C -3.205 2.547 1.266  -0.32
N -1.914 0.774 -3.030  -0.53
H -4.792 2.161 -2.147  0.41
H -4.384 0.451 -2.249  0.47
H -4.372 1.505 -3.692  0.53
H -2.471 2.761 -2.974  -0.06
H -1.223 2.308 -0.874  -0.39
H -2.331 0.963 -0.567  -0.12
H -2.225 2.563 1.742  0.00
H -3.592 1.532 1.357  0.17
H -3.828 3.227 1.846  0.36
H -1.036 1.059 -3.440  0.06
H -2.566 0.549 -3.767  0.27
C 1.169 2.249 3.337  -1.28
C 1.934 3.227 2.467  1.72
C 1.278 3.731 1.224  -1.27
O 1.146 2.675 0.246  0.15
C 2.366 2.433 -0.470  0.05
N 2.185 4.296 3.337  -0.72
H 1.015 1.330 2.771  -0.44
H 0.179 2.666 3.520  0.36
H 1.692 1.915 4.233  0.59
H 2.840 2.672 2.225  -0.51
H 1.878 4.579 0.894  0.48
H 0.311 4.175 1.462  0.19
H 2.394 3.038 -1.377  -0.22
H 2.377 1.412 -0.851  -0.27
H 3.236 2.683 0.137  0.33
H 2.526 4.025 4.248  0.29
H 2.884 4.861 2.876  0.29
C -9.205 -2.514 -0.070  -1.16
C -8.350 -3.723 0.199  0.15
C -6.790 -3.530 0.033  -0.63
O -6.273 -2.407 0.740  -0.42
C -4.936 -2.050 0.173  -0.64
N -8.697 -4.157 1.550  -0.72
H -8.832 -2.090 -1.002  0.31
H -9.028 -1.788 0.723  0.27
H -10.285 -2.659 -0.095  0.36
H -8.748 -4.587 -0.334  0.31
H -6.492 -3.588 -1.014  0.39
H -6.369 -4.436 0.470  0.38
H -4.313 -2.889 -0.138  0.41
H -4.361 -1.468 0.893  0.05
H -5.121 -1.418 -0.695  0.37
H -8.518 -3.329 2.100  0.30
H -8.043 -4.824 1.933  0.25
C -2.667 -2.597 4.358  -1.41
C -2.250 -1.113 4.441  0.80
C -1.652 -0.422 3.199  -0.27
O -0.551 -1.141 2.606  0.30
C 0.485 -1.521 3.551  -0.96
N -3.453 -0.396 4.770  -0.72
H -1.874 -3.295 4.088  0.27
H -3.306 -2.759 3.490  0.24
H -3.270 -2.912 5.209  0.43
H -1.628 -1.079 5.335  0.22
H -1.316 0.593 3.411  -0.05
H -2.389 -0.378 2.397  -0.22
H 0.209 -2.440 4.067  0.39
H 0.581 -0.720 4.284  0.41
H 1.398 -1.650 2.969  -0.20
H -3.988 -0.908 5.457  0.24
H -3.279 0.475 5.251  0.22
C 2.357 5.189 -6.453  -1.34
C 2.973 5.255 -5.096  0.09
C 2.081 4.535 -4.041  0.19
O 0.680 4.757 -4.112  -0.47
C -0.028 4.171 -3.030  -0.11
N 4.310 4.568 -5.098  -0.70
H 2.177 4.160 -6.765  0.28
H 2.944 5.779 -7.156  0.46
H 1.433 5.765 -6.405  0.31
H 3.125 6.292 -4.799  0.33
H 2.357 4.815 -3.025  0.21
H 2.193 3.452 -4.104  -0.21
H 0.007 3.082 -3.051  -0.07
H -1.095 4.389 -3.082  0.33
H 0.413 4.487 -2.085  0.21
H 4.113 3.665 -5.505  0.26
H 4.917 5.054 -5.744  0.28

Energy above the lowest of the compared OMol25 structures with the same formula, charge and spin in kJ/mol: 153.0
Lowest unoccupied orbital energy in eV: 0.1
Highest occupied orbital energy in Eh: -0.3114
Net charge: 0
Largest force on an atom in hartree/bohr: 0.0550

***

Here is 15 unconnected molecules or ions with the total composition C28H89N3O15 in a non-equilibrium geometry from the Open Molecules 2025 dataset. Energies are from the ωB97M-V functional and the def2-TZVPD basis.

Last column: Mulliken charge in e.
Positions of all 135 atoms, in Å:
C -3.951 4.814 -2.121  -0.13
O -3.728 6.167 -2.594  -0.57
H -3.052 4.242 -2.351  0.12
H -4.106 4.792 -1.042  0.00
H -4.868 4.418 -2.556  0.27
H -3.956 6.234 -3.524  0.31
C 0.290 3.631 -2.655  -0.44
O -0.696 4.133 -1.719  -0.65
H -0.058 3.128 -3.557  0.25
H 0.985 4.405 -2.981  0.41
H 0.916 2.871 -2.189  -0.05
H -1.163 3.402 -1.308  0.38
C -2.280 -2.235 -4.551  0.24
O -1.511 -1.724 -5.623  -0.53
H -1.611 -2.949 -4.071  -0.21
H -2.565 -1.556 -3.748  -0.13
H -3.178 -2.764 -4.871  0.38
H -1.985 -0.965 -5.972  0.31
C 4.725 0.812 3.231  -0.42
O 4.610 1.288 1.900  -0.25
H 3.745 0.682 3.690  -0.02
H 5.117 -0.206 3.224  0.29
H 5.220 1.431 3.978  0.30
H 5.434 1.198 1.417  0.18
C 2.136 3.746 2.821  -0.13
O 3.191 3.642 1.856  -0.55
H 1.357 3.009 2.623  -0.09
H 2.456 3.677 3.861  0.20
H 1.648 4.716 2.719  0.40
H 3.650 2.807 1.978  0.37
C -4.469 1.064 -4.323  -0.19
O -5.362 0.105 -3.831  -0.57
H -3.497 0.608 -4.510  -0.03
H -4.784 1.371 -5.320  0.36
H -4.279 1.888 -3.635  0.01
H -5.581 0.376 -2.936  0.35
C -4.663 3.085 2.071  -0.64
O -3.668 2.212 2.562  -0.30
H -4.471 3.294 1.018  0.12
H -5.671 2.671 2.108  0.35
H -4.607 4.029 2.614  0.21
H -4.177 1.703 3.198  0.27
C -2.573 -1.896 1.726  -0.28
O -2.128 -3.107 2.305  -0.55
H -3.170 -1.328 2.441  0.36
H -1.718 -1.247 1.539  -0.31
H -3.211 -1.989 0.847  0.40
H -2.882 -3.568 2.680  0.32
C 5.282 2.353 -1.318  -0.92
C 6.440 1.354 -1.349  -0.23
O 6.680 1.015 0.009  -0.58
H 5.547 3.192 -0.674  0.37
H 4.391 1.926 -0.858  0.00
H 5.100 2.687 -2.340  0.41
H 7.372 1.726 -1.775  0.32
H 6.169 0.489 -1.954  0.32
H 7.228 0.228 -0.034  0.26
C 4.753 -2.150 0.437  -0.72
C 4.132 -3.516 0.700  0.18
O 3.594 -3.528 2.000  -0.58
H 5.179 -1.839 1.392  0.20
H 4.054 -1.363 0.154  0.07
H 5.600 -2.214 -0.245  0.46
H 4.983 -4.197 0.727  0.44
H 3.370 -3.760 -0.039  -0.40
H 2.707 -3.165 2.050  0.30
C -5.602 -0.872 -0.554  -0.88
C -6.242 0.507 -0.417  -0.05
O -5.835 1.407 -1.417  -0.48
H -4.513 -0.827 -0.553  -0.10
H -5.888 -1.435 -1.442  0.39
H -5.888 -1.406 0.352  0.44
H -6.089 0.937 0.573  0.12
H -7.315 0.331 -0.486  0.44
H -6.304 2.212 -1.189  0.25
C 2.632 -0.016 -3.092  -0.79
C 1.725 -1.239 -2.834  1.24
O 2.395 -2.420 -2.944  -0.62
H 2.954 0.022 -4.133  0.48
H 3.430 0.113 -2.361  -0.03
H 2.007 0.864 -2.941  -0.03
H 0.811 -1.262 -3.428  -0.04
H 1.312 -1.174 -1.828  -0.61
H 1.841 -3.051 -2.477  0.38
C -1.716 0.493 -1.638  -0.99
C -1.692 1.204 -0.259  1.29
C -0.330 1.347 0.374  -1.21
O 0.254 0.078 0.506  0.69
C 1.653 0.123 0.736  -0.22
N -2.362 2.470 -0.350  -0.14
H -2.702 0.452 -2.100  0.08
H -1.284 -0.502 -1.527  0.15
H -1.143 1.031 -2.394  0.13
H -2.422 0.694 0.369  0.24
H -0.312 1.867 1.331  -0.18
H 0.333 1.953 -0.243  0.26
H 1.902 -0.908 0.987  0.15
H 1.880 0.758 1.593  -0.32
H 2.140 0.370 -0.207  0.04
H -2.710 2.870 0.510  -0.10
H -3.183 2.290 -0.910  0.06
C -0.739 0.224 4.128  -1.60
C 0.620 0.476 4.822  2.86
C 0.661 1.581 5.875  -1.34
O 0.246 2.864 5.407  -0.15
C 0.200 3.779 6.434  -0.93
N 1.120 -0.739 5.396  -0.75
H -1.183 1.201 3.934  0.36
H -1.429 -0.210 4.851  0.48
H -0.717 -0.299 3.172  0.06
H 1.304 0.829 4.049  -1.53
H 1.694 1.640 6.218  0.45
H 0.013 1.300 6.705  0.46
H -0.596 3.555 7.144  0.31
H 0.140 4.782 6.012  0.25
H 1.128 3.791 7.005  0.36
H 0.368 -1.105 5.963  0.37
H 1.173 -1.375 4.613  0.29
C 2.333 -6.389 -1.893  -1.06
C 0.783 -6.500 -1.984  0.42
C 0.208 -5.177 -2.509  -1.16
O 0.640 -4.025 -1.747  0.22
C 0.307 -4.082 -0.349  -0.62
N 0.513 -7.632 -2.870  -0.75
H 2.654 -5.720 -1.095  0.04
H 2.750 -6.044 -2.839  0.33
H 2.709 -7.371 -1.606  0.42
H 0.392 -6.675 -0.982  0.36
H -0.882 -5.161 -2.508  0.35
H 0.491 -5.076 -3.557  0.42
H -0.713 -4.409 -0.149  0.39
H 0.328 -3.021 -0.103  -0.29
H 1.028 -4.597 0.286  0.34
H 0.771 -7.395 -3.817  0.29
H -0.495 -7.664 -2.916  0.28

Energy above the lowest of the compared OMol25 structures with the same formula, charge and spin in kJ/mol: 107.6
Lowest unoccupied orbital energy in eV: 0.1
Highest occupied orbital energy in Eh: -0.3404
Net charge: 0
Largest force on an atom in hartree/bohr: 0.0510

***

Question: largest force on an atom of number 2 (C28H89N3O15)?
Answer: 0.0510 hartree/bohr